1.
Molecular formula: C48H84N12
Method: DFT, ωB97M-V with the def2-TZVPD basis set

```
144
Properties=species:S:1:pos:R:3
C -9.447 1.931 0.029
C -8.022 1.830 0.636
C -7.735 2.903 1.717
C -8.580 2.778 2.940
N -9.312 2.705 3.856
H -9.557 1.262 -0.825
H -9.679 2.942 -0.306
H -10.285 1.697 0.686
H -7.323 1.893 -0.197
H -7.880 0.848 1.089
H -7.791 3.923 1.336
H -6.725 2.737 2.091
C 2.798 8.997 0.931
C 1.728 10.113 0.722
C 2.295 11.451 0.116
C 3.025 12.228 1.092
N 3.590 12.886 1.890
H 3.499 9.232 1.732
H 3.305 8.749 -0.001
H 2.237 8.094 1.173
H 1.204 10.290 1.662
H 1.067 9.642 -0.005
H 1.433 12.003 -0.260
H 2.977 11.281 -0.717
C 10.002 2.989 2.536
C 8.853 3.849 1.968
C 8.406 3.573 0.520
C 9.538 3.579 -0.433
N 10.463 3.669 -1.197
H 10.107 3.073 3.617
H 10.987 3.163 2.103
H 9.688 1.948 2.464
H 9.023 4.911 2.141
H 7.972 3.647 2.577
H 7.752 4.362 0.149
H 8.008 2.562 0.422
C -1.181 -0.214 -11.326
C 0.082 -0.138 -10.494
C -0.197 -0.546 -8.993
C -1.391 0.083 -8.377
N -2.294 0.543 -7.829
H -1.628 -1.206 -11.258
H -0.858 -0.028 -12.351
H -1.942 0.532 -11.097
H 0.386 0.902 -10.612
H 0.953 -0.666 -10.881
H 0.613 -0.349 -8.292
H -0.364 -1.617 -8.878
C 0.033 1.942 5.513
C 0.151 3.176 6.369
C 0.459 4.452 5.473
C -0.684 4.905 4.704
N -1.599 5.239 4.099
H 0.923 1.726 4.921
H -0.810 2.106 4.842
H -0.154 1.118 6.202
H 1.026 3.051 7.008
H -0.689 3.188 7.064
H 1.264 4.201 4.781
H 0.765 5.271 6.124
C 8.987 -6.851 -3.840
C 7.989 -5.889 -4.511
C 7.075 -5.047 -3.554
C 7.818 -3.928 -2.973
N 8.381 -3.004 -2.554
H 8.449 -7.623 -3.289
H 9.680 -6.281 -3.222
H 9.536 -7.388 -4.613
H 7.347 -6.452 -5.188
H 8.555 -5.195 -5.133
H 6.650 -5.561 -2.692
H 6.305 -4.547 -4.142
C -4.793 5.927 -3.326
C -3.659 5.538 -2.382
C -2.248 5.521 -2.977
C -1.929 6.800 -3.640
N -1.656 7.785 -4.169
H -5.671 6.238 -2.760
H -4.893 5.092 -4.019
H -4.595 6.795 -3.955
H -3.913 4.617 -1.857
H -3.628 6.329 -1.633
H -2.161 4.710 -3.699
H -1.476 5.245 -2.259
C -0.540 -5.807 5.155
C -1.008 -6.829 4.070
C 0.064 -7.752 3.524
C 1.083 -6.993 2.807
N 1.891 -6.362 2.257
H -0.151 -6.357 6.012
H -1.395 -5.187 5.427
H 0.250 -5.164 4.767
H -1.389 -6.306 3.193
H -1.842 -7.419 4.448
H -0.312 -8.453 2.779
H 0.457 -8.369 4.332
C -9.856 -4.576 3.776
C -9.022 -5.538 2.937
C -7.595 -5.673 3.490
C -6.841 -4.408 3.500
N -6.270 -3.399 3.479
H -10.825 -4.503 3.282
H -9.390 -3.593 3.695
H -10.022 -4.852 4.817
H -9.046 -5.011 1.983
H -9.544 -6.492 2.866
H -6.980 -6.312 2.856
H -7.572 -6.019 4.523
C -6.027 -3.473 -3.182
C -5.491 -4.273 -4.316
C -4.097 -4.822 -4.118
C -3.878 -5.709 -2.948
N -3.689 -6.400 -2.025
H -5.871 -3.964 -2.221
H -7.086 -3.229 -3.264
H -5.511 -2.515 -3.111
H -5.484 -3.639 -5.203
H -6.166 -5.080 -4.604
H -3.371 -4.009 -4.093
H -3.801 -5.398 -4.995
C -1.128 -0.465 -0.641
C -0.040 -1.565 -0.552
C 1.309 -1.083 -1.165
C 1.786 0.280 -0.744
N 2.082 1.379 -0.425
H -0.760 0.389 -0.072
H -2.100 -0.843 -0.321
H -1.277 -0.147 -1.673
H -0.324 -2.512 -1.010
H 0.209 -1.854 0.470
H 1.115 -1.083 -2.238
H 2.122 -1.796 -1.026
C 6.933 -3.856 4.695
C 6.419 -2.473 4.272
C 6.350 -1.459 5.465
C 5.351 -1.918 6.501
N 4.570 -2.258 7.290
H 7.037 -4.494 3.817
H 6.356 -4.420 5.428
H 7.919 -3.729 5.140
H 5.432 -2.493 3.810
H 7.029 -2.067 3.465
H 5.991 -0.510 5.065
H 7.311 -1.380 5.973
```

Calculated values
- net charge = 0
- max |F| (eV/A) = 5.84
- SMILES string = CCCC#N.CCCC#N.CCCC#N.CCCC#N.CCCC#N.CCCC#N.CCCC#N.CCCC#N.CCCC#N.CCCC#N.CCCC#N.CCCC#N
- DFT total energy (Ha) = -2536.23957
- gap between HOMO and LUMO (eV) = 11.072
- HOMO energy (eV) = -11.14
- LUMO energy (eV) = -0.07
- energy above the lowest of the compared OMol25 structures with the same formula, charge and spin (eV) = 3.944

2.
Molecular formula: C48H84O34S4
Method: DFT, ωB97M-V with the def2-TZVPD basis set

```
170
Properties=species:S:1:pos:R:3
C -0.181 3.516 6.178
C -0.438 2.084 5.777
C -1.766 1.819 5.061
O -1.397 1.316 3.757
C -0.119 1.081 3.676
O 0.426 0.545 2.720
O 0.489 1.561 4.828
H -0.816 3.932 6.959
H -0.167 4.160 5.297
H 0.840 3.643 6.541
H -0.341 1.417 6.634
H -2.393 2.699 4.923
H -2.353 1.135 5.673
C -3.961 1.260 0.328
C -5.015 1.053 1.394
C -5.629 -0.334 1.492
O -5.449 -0.710 2.888
C -4.893 0.224 3.552
O -4.666 0.151 4.749
O -4.524 1.258 2.699
H -4.302 0.819 -0.611
H -3.099 0.646 0.597
H -3.658 2.276 0.078
H -5.906 1.657 1.208
H -5.056 -1.049 0.899
H -6.664 -0.471 1.185
C 3.887 -2.214 2.424
C 3.941 -3.021 3.736
C 2.644 -3.813 3.861
O 3.123 -5.134 3.913
C 4.487 -5.165 3.957
O 5.150 -6.151 4.051
O 5.021 -3.930 3.744
H 4.719 -1.518 2.537
H 3.012 -1.574 2.304
H 3.956 -2.883 1.566
H 4.181 -2.347 4.559
H 1.983 -3.598 3.024
H 2.212 -3.517 4.818
C 4.119 0.914 0.521
C 5.551 1.287 0.362
C 5.884 2.607 0.994
O 6.673 2.296 2.134
C 7.086 1.015 2.025
O 7.974 0.492 2.680
O 6.353 0.351 1.058
H 3.430 1.660 0.121
H 3.839 0.824 1.572
H 3.962 -0.025 -0.009
H 5.828 1.163 -0.685
H 5.043 3.276 1.172
H 6.527 3.161 0.304
C -3.465 -3.260 5.037
C -2.940 -2.956 3.632
C -1.889 -1.882 3.482
O -0.879 -2.528 2.734
C -1.033 -3.861 2.710
O -0.266 -4.587 2.118
O -2.186 -4.168 3.276
H -3.961 -2.339 5.354
H -2.740 -3.371 5.844
H -4.133 -4.111 5.160
H -3.670 -2.824 2.834
H -1.590 -1.363 4.392
H -2.509 -1.158 2.949
C -2.345 -2.943 -4.510
C -2.231 -1.514 -3.997
C -1.816 -0.444 -5.037
O -2.532 0.667 -4.558
C -3.497 0.272 -3.690
O -4.312 0.975 -3.174
O -3.425 -1.088 -3.468
H -2.647 -3.642 -3.733
H -1.396 -3.189 -4.988
H -3.030 -2.950 -5.360
H -1.521 -1.509 -3.166
H -2.042 -0.825 -6.036
H -0.748 -0.235 -5.094
C -3.000 4.380 -3.187
C -3.238 5.393 -2.082
C -4.336 6.439 -2.368
O -5.201 6.285 -1.234
C -4.916 5.167 -0.549
O -5.536 4.742 0.393
O -3.807 4.575 -1.064
H -2.429 3.513 -2.861
H -2.412 4.819 -3.995
H -3.980 4.121 -3.589
H -2.356 5.880 -1.665
H -4.908 6.163 -3.254
H -4.011 7.476 -2.408
C -6.700 -3.420 -0.033
C -5.397 -4.197 0.011
C -4.924 -4.837 -1.294
O -3.637 -4.433 -1.427
C -3.338 -3.500 -0.575
O -2.358 -2.790 -0.578
O -4.321 -3.336 0.295
H -6.923 -3.038 0.964
H -7.551 -4.024 -0.343
H -6.610 -2.537 -0.666
H -5.513 -4.971 0.772
H -5.532 -4.596 -2.168
H -5.022 -5.919 -1.186
C -1.279 3.909 1.257
C 0.087 4.088 1.909
C 1.260 3.582 1.154
O 2.305 4.436 1.542
C 1.774 5.612 1.877
O 2.451 6.598 2.044
O 0.440 5.484 1.967
H -2.050 4.493 1.762
H -1.616 2.875 1.335
H -1.321 4.218 0.214
H 0.018 3.702 2.928
H 1.056 3.539 0.082
H 1.373 2.520 1.380
C 0.789 -3.909 -2.641
C 0.782 -4.348 -1.179
C 0.469 -5.821 -0.875
O 1.515 -6.189 0.004
C 2.449 -5.286 0.093
O 3.473 -5.327 0.708
O 2.142 -4.278 -0.808
H 0.956 -4.639 -3.431
H 1.398 -3.025 -2.834
H -0.208 -3.468 -2.733
H 0.144 -3.696 -0.581
H 0.526 -6.504 -1.725
H -0.535 -5.996 -0.490
C 3.526 1.037 -5.076
S 5.352 1.092 -5.142
O 5.768 1.948 -6.330
C 5.636 2.188 -3.714
H 3.237 0.527 -4.153
H 2.998 0.489 -5.855
H 3.087 2.029 -4.961
H 6.716 2.328 -3.671
H 5.380 1.766 -2.742
H 5.100 3.134 -3.792
C 4.282 -2.111 -1.728
S 4.757 -3.461 -2.885
O 5.266 -2.602 -4.070
C 6.276 -3.980 -1.991
H 5.114 -1.437 -1.513
H 3.937 -2.417 -0.740
H 3.572 -1.435 -2.205
H 5.998 -4.218 -0.964
H 6.986 -3.153 -1.979
H 6.770 -4.797 -2.514
C -0.731 0.874 -1.537
S 0.695 -0.205 -1.814
O 1.930 0.683 -1.912
C 0.712 -1.025 -0.161
H -1.569 0.297 -1.140
H -1.246 1.405 -2.339
H -0.468 1.608 -0.774
H 1.178 -0.295 0.502
H 1.351 -1.907 -0.197
H -0.245 -1.338 0.256
C 0.414 5.924 -3.642
S 0.954 4.992 -2.156
O -0.269 4.165 -1.749
C 2.144 3.842 -2.932
H -0.229 6.752 -3.350
H -0.072 5.279 -4.372
H 1.310 6.350 -4.096
H 2.525 3.072 -2.262
H 3.001 4.365 -3.360
H 1.671 3.295 -3.749
```

Calculated values
- net charge = 0
- max |F| (eV/A) = 3.49
- DFT total energy (Ha) = -6030.27128
- gap between HOMO and LUMO (eV) = 8.481
- HOMO energy (eV) = -8.64
- LUMO energy (eV) = -0.16
- energy above the lowest of the compared OMol25 structures with the same formula, charge and spin (eV) = 1.182